Molecular formula: C2H9NO
Method: DFT, ωB97M-V/def2-TZVPD

Geometry as XYZ:
```
13
Properties=species:S:1:pos:R:3:mulliken_charge:R:1
C 0.94389 0.69751 0.87344 -1.08
C 0.80176 -0.74086 0.41833 -0.14
N 1.23232 -0.91200 -0.95496 -0.62
H 0.34912 1.37193 0.26049 0.27
H 0.62294 0.75107 1.91732 0.31
H 1.97840 1.03597 0.83263 0.34
H 1.44631 -1.32318 1.06834 0.32
H -0.22470 -1.07819 0.61784 0.17
H 1.06640 -1.85760 -1.28469 0.21
H 0.75260 -0.26296 -1.56308 0.23
O -2.52495 0.79031 -0.38183 -0.64
H -2.37748 1.67305 -0.03874 0.31
H -2.16233 0.11436 0.19160 0.31
```

As for the total energy: -211.57916 Eh. The HOMO-LUMO gap comes out at 10.219 eV. The LUMO energy is 0.900 eV. The relative energy (zero: lowest compared OMol25 entry of this formula, charge and spin) comes out at 0.161 eV. As for the SMILES: CCN.O.